Entry 1:
{"formula": "C13H22NO2PtSi2", "method": "ωB97M-V/def2-TZVPD", "e_lumo_ha": 0.088, "total_charge": -1, "e_above_lowest_kj_mol": 29.4, "total_energy_ev": -38427.7674, "symbols": ["Pt", "C", "Si", "C", "C", "C", "C", "C", "C", "C", "Si", "C", "C", "H", "H", "H", "H", "H", "H", "H", "H", "H", "H", "H", "H", "H", "H", "H", "H", "N", "C", "C", "C", "O", "O", "H", "H", "H", "H", "H", "H"], "positions_angstrom": [[0.220272, 0.002793, 0.000519], [0.800095, 2.392781, -2.859231], [-0.408660, 1.183054, -1.935375], [-2.109637, 2.133111, -2.125746], [-0.603767, -0.347637, -3.141424], [-0.941632, -0.102861, -4.467214], [-1.094844, -1.123041, -5.389897], [-0.919127, -2.433081, -4.981580], [-0.590119, -2.692086, -3.661843], [-0.419786, -1.675880, -2.728148], [0.066531, -2.161900, -0.889894], [1.592709, -3.354090, -1.065601], [-1.349272, -3.412895, -0.380573], [0.471140, 2.613329, -3.871899], [1.798637, 1.972867, -2.913901], [0.870084, 3.333964, -2.321510], [-2.300672, 2.398652, -3.161690], [-2.100420, 3.054269, -1.549828], [-2.946477, 1.534223, -1.779214], [-1.089158, 0.919662, -4.789789], [-1.351933, -0.897768, -6.419304], [-1.038688, -3.248034, -5.687175], [-0.462338, -3.720484, -3.349056], [1.400132, -4.176373, -1.749455], [1.848244, -3.780288, -0.099778], [2.462046, -2.814450, -1.425140], [-1.406313, -4.249068, -1.071693], [-2.321558, -2.930174, -0.367117], [-1.170079, -3.821172, 0.609806], [-1.535730, 0.390333, 1.915269], [-0.557522, 1.225308, 2.616551], [0.647245, 0.380394, 3.037196], [1.942887, 0.922667, 2.362402], [2.816192, 1.418540, 3.067094], [1.988327, 0.818740, 1.106517], [-2.337090, 0.942872, 1.628481], [-1.860305, -0.350327, 2.530446], [-0.992549, 1.731605, 3.495448], [-0.234031, 1.996822, 1.907355], [0.502803, -0.648108, 2.682406], [0.781982, 0.382475, 4.119704]], "forces_ev_per_angstrom": [[0.9601, 0.0472, 0.0261], [-0.2238, -0.4669, 0.8946], [-0.3857, -2.3364, -1.2501], [0.7393, -0.4107, 0.6626], [0.0587, 0.7659, 0.2865], [-0.0373, 0.0211, -0.1324], [-0.0738, 0.0098, -0.2310], [-0.0523, -0.1672, -0.1777], [-0.0118, -0.0685, -0.1149], [0.2812, -0.4940, 0.6460], [-1.3973, 1.0167, -2.3350], [-0.3529, 0.8926, 0.5230], [0.6216, 0.7609, 0.1788], [-0.2725, -0.1016, -0.1071], [0.1818, -0.1276, 0.0317], [0.0484, 0.2414, 0.1050], [0.1739, -0.0245, -0.2554], [-0.0235, 0.2515, 0.1341], [-0.0861, -0.1831, 0.0958], [-0.0224, 0.1534, -0.1182], [-0.0049, -0.0085, -0.0099], [-0.0049, -0.0078, -0.0133], [0.0346, -0.1836, -0.0016], [-0.3003, -0.0408, -0.1350], [0.0942, -0.1282, 0.2212], [0.1618, 0.1511, -0.0708], [0.1578, -0.1209, -0.2308], [-0.1188, 0.2019, -0.0172], [0.0330, -0.1292, 0.2705], [-0.2106, 0.1061, 0.3942], [-0.2155, 0.1464, 0.3324], [0.4960, 0.2966, -0.0912], [-0.0324, -0.0268, 1.0646], [0.1244, 0.0705, 0.4220], [-0.3471, 0.0643, -0.8700], [0.0154, -0.1719, -0.0797], [-0.0407, 0.0462, -0.1205], [0.1571, -0.0047, -0.1652], [-0.0771, 0.0140, 0.1622], [-0.0365, 0.0187, 0.1570], [-0.0111, -0.0734, -0.0813]], "mulliken_charge": [0.69, -1.19, 0.21, -1.25, 0.22, -0.31, -0.70, -0.69, -0.28, 0.19, 0.40, -1.21, -1.25, 0.37, 0.29, 0.33, 0.39, 0.36, 0.30, 0.19, 0.35, 0.35, 0.20, 0.38, 0.34, 0.29, 0.39, 0.29, 0.36, -0.45, -0.64, -0.52, 0.68, -0.75, -0.85, 0.17, 0.17, 0.37, 0.34, 0.26, 0.23]}

Entry 2:
{"formula": "C6H12N3O4S", "method": "ωB97M-V/def2-TZVPD", "e_lumo_ha": [-0.128, -0.175], "total_charge": 1, "total_energy_ev": -29897.9756, "multiplicity": 3, "symbols": ["C", "C", "C", "C", "C", "C", "N", "N", "N", "O", "O", "O", "O", "S", "H", "H", "H", "H", "H", "H", "H", "H", "H", "H", "H", "H"], "positions_angstrom": [[0.553681, 1.562486, -0.451763], [0.517410, 2.125222, 0.752015], [0.143096, -0.059641, 1.169294], [0.064783, 1.586786, 3.058525], [1.674422, -1.623853, -2.357308], [-0.430630, -0.562610, -1.200219], [0.338657, 0.127518, -0.238295], [0.387025, 1.234857, 1.739526], [0.304859, -1.762406, -1.765245], [-3.501644, -0.945719, 0.748661], [-2.275810, 0.924841, -0.302134], [-1.258818, -0.405850, 1.439506], [-1.626533, -1.329972, -0.832539], [-2.341936, -0.348655, 0.310437], [0.764148, 1.707958, -1.447514], [0.651906, 3.176433, 0.787327], [0.595463, -0.916838, 1.564440], [0.133162, 0.654634, 3.705591], [0.800789, 2.516002, 3.299838], [-1.048735, 1.751751, 3.186921], [2.176589, -1.100665, -1.662232], [2.266174, -2.479025, -2.476414], [1.496625, -1.117192, -3.388398], [-0.552932, 0.007287, -2.084520], [-0.209614, -2.214109, -2.547863], [0.377863, -2.509242, -1.007636]], "forces_ev_per_angstrom": [[-0.3827, -6.6952, -5.1543], [0.0536, 5.6153, 4.2380], [-1.6499, 1.6804, -0.3313], [0.0432, 0.3585, 2.4170], [-2.4993, 1.6867, -3.1933], [0.4790, -2.1227, -0.2799], [-0.1381, 0.3136, -0.6445], [0.6045, -2.2793, -1.0573], [1.4320, -3.9953, -0.0542], [-1.7045, -1.2694, 0.7519], [-0.4646, 0.5623, -0.0287], [-1.0431, -0.8300, 0.2380], [0.5997, 1.9216, 1.3875], [1.7197, 1.1089, -1.2140], [0.7024, 1.4626, -1.6035], [-0.0584, 0.5775, 1.1976], [1.3343, -0.8110, 0.9255], [0.8594, 1.3398, -0.4195], [-2.1321, -2.3290, 0.1331], [1.1726, 0.8147, -0.3980], [2.0198, 2.6874, 1.8797], [-0.1151, -1.9686, -0.2774], [0.8429, -0.5899, 1.9526], [-0.6999, 1.2125, -0.4557], [-0.5285, 0.4249, 0.9884], [-0.4468, 1.1237, -0.9979]], "mulliken_charge": [-0.64, -0.63, -0.09, -0.85, -0.85, -0.33, 0.27, 0.14, -0.24, -0.58, -0.51, -0.33, -0.53, 1.26, 0.59, 0.44, 0.39, 0.31, 0.30, 0.30, 0.39, 0.37, 0.31, 0.69, 0.42, 0.41]}